(1)
{"formula": "C12H13BrN4O4", "method": "ωB97M-V/def2-TZVPD", "symbols": ["C", "N", "C", "O", "N", "C", "O", "C", "N", "C", "O", "C", "C", "C", "C", "Br", "N", "C", "C", "C", "O", "H", "H", "H", "H", "H", "H", "H", "H", "H", "H", "H", "H", "H"], "xyz": [[1.517, -3.052, 1.754], [1.606, -1.778, 1.094], [2.823, -1.248, 0.652], [3.899, -1.754, 0.843], [2.777, 0.049, 0.274], [1.450, 0.520, 0.619], [1.734, 1.488, 1.595], [0.651, 1.111, -0.561], [-0.031, 2.378, -0.201], [-1.270, 2.722, -0.755], [-1.717, 3.868, -0.670], [-2.039, 1.708, -1.434], [-3.245, 1.746, -2.126], [-3.553, 0.389, -2.562], [-2.542, -0.411, -2.126], [-2.478, -2.303, -2.354], [-1.592, 0.395, -1.494], [-0.321, -0.015, -0.890], [-0.584, -0.782, 0.406], [0.692, -0.658, 1.243], [0.441, -0.442, 2.623], [1.947, -2.928, 2.758], [0.510, -3.443, 1.875], [2.068, -3.835, 1.234], [3.577, 0.617, 0.548], [0.861, 1.798, 1.859], [1.306, 1.230, -1.457], [0.606, 3.173, 0.033], [-3.875, 2.647, -2.318], [-4.423, 0.027, -3.133], [0.167, -0.728, -1.600], [-0.883, -1.810, 0.174], [-1.355, -0.288, 0.995], [1.276, -0.388, 3.102]], "forces_ev_per_angstrom": [[0.4573, -0.1761, 0.9504], [0.4241, 1.7371, -2.2651], [1.5938, -1.3257, 2.3992], [0.7559, -1.6257, -0.4069], [-2.3438, 0.2714, -1.1149], [2.0708, 1.9709, 0.2176], [-0.6362, 0.5087, -0.0226], [-0.2429, 0.5084, -1.1395], [0.3411, -0.3274, -0.2070], [0.1940, 2.3417, 0.4142], [0.7571, -1.1770, 0.0788], [-0.9308, -1.9329, -1.2119], [-0.6754, -0.1588, -0.3032], [-0.4762, 1.3786, 0.0789], [0.9410, 0.6106, 0.3362], [0.3949, 0.9330, 0.2231], [0.3113, -0.7350, 0.0143], [-0.8061, -1.3908, -0.3594], [-0.0985, 0.0458, 0.9922], [-0.1581, -1.6682, 0.3021], [-1.0627, -0.1382, -0.5603], [-0.0744, -0.4409, -0.1094], [-0.2703, 0.5256, -0.2124], [0.2210, 0.3651, -0.1438], [-0.4208, -0.2846, -0.1354], [-0.0196, 0.4294, 0.4999], [-0.1898, 0.2652, 0.8120], [-1.0912, -0.9485, -0.3772], [0.7928, -0.9873, 0.3297], [0.6017, 0.4483, 0.4909], [-0.2009, 0.6801, 0.4341], [0.0832, 0.1967, 0.3881], [-0.3731, 0.0078, -0.1901], [0.1310, 0.0926, -0.2025]], "charge": 0, "energy_ha": -3559.11683, "smiles": "CN1C(=O)N[C@@]2(O)[C@@H]3NC(=O)c4ccc(Br)n4[C@@H]3C[C@@]12O", "spin_multiplicity": 1}

(2)
{"formula": "C2H6N2S", "method": "ωB97M-V/def2-TZVPD", "symbols": ["C", "S", "C", "N", "N", "H", "H", "H", "H", "H", "H"], "xyz": [[-2.232, 0.333, 0.322], [-0.883, -0.653, -0.230], [0.392, 0.791, -0.188], [1.635, 0.724, -0.063], [2.339, -0.454, 0.189], [-2.226, 1.391, -0.080], [-3.158, -0.237, -0.015], [-2.498, 0.519, 1.456], [-0.064, 1.700, -0.488], [3.381, -0.493, 0.249], [1.912, -1.071, 0.875]], "forces_ev_per_angstrom": [[-3.1634, 1.1425, 1.5407], [2.1652, 1.4373, 0.5909], [-0.6329, -2.8803, -0.0978], [1.8893, -0.2991, 0.1518], [-0.4052, -0.5054, 0.0164], [-0.0709, -1.3406, -0.0641], [1.0124, 1.0495, 0.0533], [1.3352, -0.7944, -1.8070], [-0.3122, 0.8397, -0.0167], [-1.6695, 1.2442, -0.0844], [-0.1481, 0.1066, -0.2832]], "charge": 0, "energy_ha": -587.42419, "smiles": "CS/C=N\\N", "spin_multiplicity": 1}

Number 1: HOMO-LUMO gap 9.3 eV. Number 2: HOMO-LUMO gap 9.4 eV.